An isolated ion of composition C9H16N3O and charge +1 at a distorted geometry. Source: OMol25; level of theory: ωB97M-V/def2-TZVPD.

Each line ends with the natural charge from an NBO analysis.
CARTESIAN COORDINATES (ANGSTROEM)
O: 1.243592 0.983021 -0.170961  -0.702
N: -1.700692 -0.466951 2.948086  -0.293
N: -1.485477 -1.648075 2.390982  -0.245
N: 0.019841 1.048462 -2.404901  -0.693
C: -0.756246 -1.418889 1.304578  0.130
C: 0.263225 0.097884 -0.208093  0.292
C: 0.595643 -1.385562 -0.591921  -0.259
C: -1.365605 1.932607 2.861545  -0.662
C: -0.323434 -2.250914 0.198721  -0.417
C: -0.546148 -0.056567 1.107471  -0.241
C: 2.035484 -1.705385 -0.400071  -0.621
C: -1.142713 0.536563 2.288235  0.192
C: -0.808114 0.644616 -1.260331  -0.274
H: -1.573643 -0.097045 -1.485283  0.244
H: -0.776120 2.290277 3.710194  0.250
H: -2.354687 -0.236492 3.652567  0.417
H: 2.401619 -2.206079 -1.257657  0.223
H: 0.022731 2.080671 -2.686512  0.458
H: 0.954475 0.956382 -2.096614  0.448
H: 2.337759 -2.333534 0.390520  0.237
H: 2.611121 -0.720903 -0.435603  0.222
H: -1.297176 1.521807 -0.819873  0.223
H: -1.222062 -2.604948 -0.452334  0.224
H: -2.406187 2.145360 3.087002  0.237
H: 0.318803 -1.618553 -1.535981  0.197
H: -0.195092 0.379995 -3.159833  0.453
H: -1.192580 2.597453 1.968548  0.209
H: 0.931828 1.681089 0.361501  0.495
H: 0.140402 -3.270327 0.500111  0.255

Forces on the atoms, in the same order (eV/Å):
3.3651 0.7051 -1.0654
1.2447 0.1777 -1.4026
-0.4090 -1.9501 -0.0821
-1.2693 1.2180 -2.0828
-1.7219 1.0409 1.8600
-5.6680 -1.6586 0.8642
1.0044 1.0408 2.4932
0.3173 0.7810 -2.4625
-1.4369 -4.1023 -0.1277
0.4602 0.2405 1.4176
1.7298 2.4217 -1.1678
0.7473 1.4033 -1.3632
0.0602 0.2884 2.2009
0.2061 0.0991 -0.3932
0.2621 -0.5123 -0.2752
-0.5933 -0.8345 1.0630
0.3250 -0.7124 -1.0652
-0.8049 -1.8410 0.0454
1.8961 -0.4760 0.4044
-0.0255 -0.2567 1.4348
-0.3356 -1.4532 0.5607
0.1061 -0.1635 -0.2610
1.1993 0.7471 1.1316
-0.2673 -0.4081 0.1690
-0.4540 0.0156 -3.5667
0.4826 0.9249 -0.2348
0.1099 -0.1064 1.0861
-0.0084 1.5916 1.1773
-0.5221 1.7790 -0.3578

Results
Highest occupied orbital energy   -12.08 eV
Spin multiplicity   1
Charge   +1
Kohn-Sham gap   8.5221 eV

A 2-piece molecular cluster, C3H11N2 overall at a distorted geometry. Source: OMol25; level of theory: ωB97M-V/def2-TZVPD.

Each line ends with the natural charge from an NBO analysis.
CARTESIAN COORDINATES (ANGSTROEM)
N: 0.957680 0.288325 -0.256643  -0.690
N: -1.307561 0.227155 -1.928436  -0.213
C: 0.179529 0.623522 2.084836  -0.673
C: -1.590552 -0.993581 -2.032311  0.027
C: 1.060293 -0.194061 1.212075  -0.185
H: -1.276513 0.628816 -2.894275  0.490
H: -0.066431 0.296538 -0.528587  0.407
H: 1.179333 1.288548 -0.348067  0.450
H: 1.658137 -0.228665 -0.796514  0.463
H: -1.740928 -1.617553 -2.930589  0.365
H: 0.455488 1.664670 2.114769  0.248
H: -0.881002 0.632524 1.799833  0.224
H: 0.731039 -1.229331 1.092309  0.223
H: 0.210487 0.236463 3.126204  0.298
H: 2.112332 -0.024422 1.388776  0.255
H: -1.681329 -1.598949 -1.103379  0.310

Forces on the atoms, in the same order (eV/Å):
-0.8835 1.3294 0.7049
-1.2997 -3.8123 -4.0066
-0.7921 0.0270 1.0708
0.2300 1.0031 3.2254
-0.4322 0.2555 -1.2599
0.3067 2.1736 0.7346
1.8493 -0.6276 0.0706
0.4233 -0.0851 0.2822
-0.6877 -0.1124 -0.5603
0.0202 0.3863 -0.6678
0.4439 0.3944 0.0923
0.0897 -0.3890 -0.1137
0.5745 -0.0578 0.6441
0.0619 0.2187 -0.6479
0.3139 -0.6030 0.5663
-0.2182 -0.1008 -0.1349

Results
Highest occupied orbital energy (alpha / beta)   -20.74 / -20.72 eV
Spin multiplicity   2
Charge   +2
Kohn-Sham gap (alpha / beta)   10.3371 / 5.3444 eV

C15H26GaN6O7 as an isolated structure at a distorted geometry. Source: OMol25; level of theory: ωB97M-V/def2-TZVPD.

Each line ends with the natural charge from an NBO analysis.
CARTESIAN COORDINATES (ANGSTROEM)
Ga: 0.175436 -0.923115 0.554081  1.578
O: -0.220359 -1.519525 -2.193353  -0.351
O: 1.715974 -4.369719 -1.153929  -0.449
O: -2.471545 -1.794333 -0.578458  -0.516
O: -1.942492 5.318470 -2.446450  -0.567
O: 2.710364 0.198681 1.528432  -0.425
O: -1.075142 -4.391245 -1.882663  -0.938
O: 0.551626 0.630666 2.990797  -0.511
N: 2.112082 -0.416753 0.551289  -0.139
N: -1.791432 -1.074213 0.367055  -0.210
N: -0.353737 0.044599 2.171295  -0.187
N: 0.670317 -1.315747 -1.315479  -0.170
N: -0.141618 1.136227 -0.327243  -0.512
N: -0.473490 6.173499 -0.947811  -0.805
C: -1.380966 2.649829 -1.721762  -0.193
C: -1.044784 1.370804 -1.300394  0.050
C: -3.952273 -0.522450 1.394249  -0.689
C: 0.216481 3.508419 -0.140361  -0.171
C: 0.501774 2.193274 0.200583  0.036
C: 2.810659 -0.918841 -0.498008  0.163
C: -2.208015 0.796128 3.583056  -0.683
C: -0.739134 3.753218 -1.133181  -0.071
C: -1.107390 5.131112 -1.573491  0.631
C: -1.655936 0.082559 2.402950  0.222
C: 2.507629 -1.887106 -2.875334  -0.693
C: 4.295289 -0.897323 -0.443821  -0.670
C: -2.468743 -0.559064 1.390543  0.249
C: 0.531518 -2.580994 1.553206  -1.194
C: 2.003691 -1.378863 -1.572347  0.315
H: -1.133422 -4.320139 -0.900847  0.462
H: -1.811677 -1.885105 -1.345558  0.527
H: -4.357180 -0.696161 2.393166  0.249
H: 4.652541 -1.507615 0.391750  0.258
H: 0.203631 6.091192 -0.216305  0.394
H: 2.175470 -1.232757 -3.687618  0.259
H: 2.136976 -2.900958 -3.028502  0.266
H: 0.769888 -3.294869 0.758557  0.206
H: 4.659838 0.123296 -0.300710  0.260
H: 0.784214 4.271643 0.398207  0.220
H: -4.322136 0.462315 1.082116  0.259
H: 4.715404 -1.293454 -1.364863  0.233
H: -0.718962 7.101459 -1.242922  0.420
H: -2.131578 2.766989 -2.502695  0.266
H: 1.292799 1.999199 0.921767  0.220
H: -0.362853 -2.934073 2.072622  0.232
H: -0.153995 -4.707524 -1.984300  0.483
H: -4.400211 -1.248300 0.712468  0.273
H: -2.537257 0.082852 4.349458  0.258
H: 2.345007 -4.778393 -0.449069  0.445
H: 1.420281 -2.464314 2.176875  0.234
H: -1.462911 1.451056 4.047943  0.265
H: -3.080659 1.392446 3.295606  0.245
H: 3.600238 -1.896272 -2.874087  0.233
H: 1.456929 0.453789 2.502946  0.507
H: -1.516161 0.525502 -1.789456  0.223

Forces on the atoms, in the same order (eV/Å):
0.3749 -0.5184 0.1154
1.0349 -0.1844 0.0196
1.5474 -0.8530 1.6055
0.6490 0.4498 -0.4288
0.6134 -0.3802 0.6173
-0.4780 -1.1251 -1.2528
0.6685 -0.0268 1.2227
0.1526 -0.3717 -0.4729
1.3722 0.9290 0.2676
-1.9347 0.6031 1.5962
-2.2505 0.6774 0.7833
-0.0693 -0.1758 -0.7842
0.0482 0.7518 -0.5368
-0.3234 -0.4599 -0.3386
0.3078 0.1906 0.1744
0.1367 0.5499 0.2314
-0.6298 -0.2123 0.3361
0.0367 -0.3694 -0.1550
-0.2642 -0.0028 -0.1521
-0.1893 0.4909 0.7790
-0.3607 0.0793 0.3595
0.0858 -0.7312 0.3807
-0.4463 1.2881 -0.4317
3.1998 0.9885 0.7972
0.3333 0.2870 0.1228
0.1127 -0.1155 -0.3513
0.3985 -1.2533 -3.2067
0.0284 -0.5663 -0.5938
-0.4502 -0.0381 -0.0625
-0.1888 -0.1576 -1.0154
-0.6210 0.0271 0.9298
0.0798 -0.0116 -0.0212
-0.0777 0.1586 -0.0240
0.0233 -0.1512 0.0130
-0.1028 -0.2016 0.0529
-0.0604 0.1457 -0.1581
0.0546 -0.3824 0.1597
-0.0602 -0.1066 0.0827
-0.3128 -0.1448 -0.4039
0.2676 -0.0064 0.0359
0.0944 0.0474 0.1101
-0.0886 0.0556 -0.0888
0.2749 0.2289 0.2172
-0.3106 -0.0650 -0.0819
0.3517 -0.0564 0.2305
-0.7055 0.2003 -0.1085
0.3112 0.0362 0.1072
0.0114 0.0742 -0.1407
-1.3785 0.7677 -1.4699
-0.3107 -0.1640 0.2484
-0.1113 -0.2216 -0.2687
0.1259 -0.0989 0.0544
-0.2676 -0.0869 -0.1090
-0.7876 0.2983 0.7404
0.0851 -0.0861 0.2660

Results
Highest occupied orbital energy (alpha / beta)   -12.14 / -12.07 eV
Spin multiplicity   1
Charge   +1
Kohn-Sham gap (alpha / beta)   6.9856 / 6.7060 eV

A 2-piece molecular cluster, C5H12N2O2 overall at a distorted geometry. Source: OMol25; level of theory: ωB97M-V/def2-TZVPD.

Each line ends with the natural charge from an NBO analysis.
CARTESIAN COORDINATES (ANGSTROEM)
O: 3.258151 0.090991 0.753922  -0.639
O: 2.674189 -1.495417 -0.762910  -0.660
N: 0.380078 2.652801 -0.327804  -0.794
N: 0.096367 -0.311638 0.020260  -0.306
C: -1.072590 0.230964 -0.640988  -0.441
C: 1.248029 0.067524 -0.748927  -0.096
C: 2.634781 -0.401170 -0.129042  0.723
C: 0.077368 0.157364 1.389716  -0.428
C: 0.065371 -1.852762 0.099092  -0.432
H: 1.049538 0.108802 -1.877593  0.225
H: 0.969092 2.363757 -1.148762  0.336
H: -1.042408 -2.157608 0.386016  0.214
H: -1.313673 -0.216749 -1.622367  0.223
H: -0.888416 1.274104 -0.824886  0.284
H: 0.984518 -0.224239 1.815433  0.239
H: 1.011616 2.879235 0.489886  0.332
H: -2.029118 0.098949 0.012824  0.218
H: 0.286580 -2.479518 -0.866298  0.264
H: 0.855089 -2.240910 0.734347  0.252
H: 0.159914 1.206732 1.253944  0.247
H: -0.721799 -0.183067 2.153763  0.237

Forces on the atoms, in the same order (eV/Å):
0.8835 1.0911 1.2784
0.7329 -0.0281 0.2058
1.3498 -0.3363 0.0560
-1.1767 -3.5079 -0.9732
-3.8492 -0.5346 -0.4997
1.5819 1.9394 -0.6827
-2.4008 -1.4178 -2.4583
0.4471 -0.3214 2.4983
-2.4894 -2.3473 -1.5250
0.4007 -0.3289 1.9772
-0.1069 0.9745 1.0823
2.4208 0.6837 -0.0679
0.5547 -0.2979 0.5535
-0.1922 0.2999 0.3507
0.6709 0.2011 0.3941
-0.2797 -0.2038 -1.4787
1.8429 0.1847 -0.9835
-0.4718 2.1503 1.2293
-0.2845 0.4677 0.5513
-0.2598 0.9397 0.6799
0.6259 0.3921 -2.1877

Results
Highest occupied orbital energy (alpha / beta)   -7.82 / -9.05 eV
Spin multiplicity   1
Charge   0
Kohn-Sham gap (alpha / beta)   6.9404 / 9.0745 eV